C21H36O21 | ωB97M-V/def2-TZVPD

Calculated values
Multiplicity: 1
Strongest force on any atom, eV/A: 2.292
Energy relative to the best compared isomer or geometry (same formula, charge and spin), kJ/mol: 0.0
Electronic energy, Ha: -2401.86900
SMILES: COC(=O)OC.COC(=O)OC.COC(=O)OC.COC(=O)OC.O=C1OCCO1.O=C1OCCO1.O=C1OCCO1

Element x y z (Å)
C  2.77  -1.20  -3.18
C  3.52  -2.13  -4.14
O  4.17  -3.07  -3.25
C  4.09  -2.61  -2.00
O  4.57  -3.13  -1.03
O  3.38  -1.45  -1.93
H  1.69  -1.33  -3.20
H  2.94  -0.18  -3.54
H  4.35  -1.62  -4.63
H  2.89  -2.68  -4.83
C  1.90  -0.09  5.44
C  0.83  -0.28  4.34
O  1.03  -1.61  3.90
C  2.13  -2.15  4.48
O  2.52  -3.24  4.24
O  2.68  -1.28  5.35
H  1.50  -0.03  6.45
H  2.49  0.81  5.29
H  0.98  0.45  3.55
H  -0.16  -0.16  4.78
C  -0.38  -0.13  0.90
C  -0.44  -1.20  -0.20
O  0.37  -0.62  -1.25
C  0.96  0.50  -0.82
O  1.74  1.12  -1.48
O  0.59  0.80  0.43
H  -0.06  -0.63  1.82
H  -1.28  0.42  1.18
H  -1.42  -1.23  -0.66
H  0.00  -2.15  0.10
C  0.84  4.20  0.56
O  0.80  5.21  1.55
C  -0.14  6.13  1.50
O  -1.07  6.16  0.72
O  0.14  7.06  2.40
C  -0.87  7.98  2.79
H  1.76  3.62  0.65
H  0.94  4.70  -0.42
H  -0.09  3.65  0.45
H  -0.54  8.36  3.75
H  -1.83  7.49  2.91
H  -0.96  8.81  2.08
C  2.70  -4.86  0.70
O  1.62  -4.42  -0.13
C  0.41  -4.96  -0.10
O  -0.54  -4.44  -0.62
O  0.36  -6.12  0.58
C  -0.93  -6.66  0.79
H  3.63  -4.71  0.17
H  2.63  -5.92  0.93
H  2.67  -4.34  1.66
H  -1.41  -6.94  -0.15
H  -1.59  -5.91  1.24
H  -0.88  -7.51  1.45
C  -5.03  2.78  4.05
O  -4.32  2.82  2.81
C  -3.10  2.27  2.83
O  -2.62  1.69  3.76
O  -2.44  2.43  1.68
C  -2.98  3.27  0.65
H  -4.40  3.17  4.84
H  -5.31  1.76  4.30
H  -5.92  3.40  3.91
H  -2.41  3.07  -0.26
H  -2.99  4.32  0.92
H  -4.00  2.95  0.43
C  -1.06  -2.20  -4.07
O  -0.35  -1.69  -5.18
C  -1.04  -0.83  -5.95
O  -2.11  -0.35  -5.66
O  -0.37  -0.65  -7.08
C  -0.86  0.41  -7.90
H  -0.43  -2.94  -3.59
H  -2.00  -2.69  -4.35
H  -1.35  -1.45  -3.34
H  -1.81  0.14  -8.36
H  -0.13  0.54  -8.70
H  -0.98  1.31  -7.32